(1)
DFT (ωB97M-V with the def2-TZVPD basis set) results for C61H132F2FeN2O16P3S2 as an isolated structure.

ORCA input file:
```
! wB97M-V def2-TZVPD RIJCOSX def2/J DEFGRID3
* xyz 2 6
Fe 0.342 -0.687 1.688
N -1.369 -0.684 2.410
S -2.701 0.150 2.728
O -2.960 0.556 4.113
O -3.832 -0.095 1.859
F -2.209 1.589 2.137
S -2.203 -2.138 2.744
O -2.445 -2.993 1.589
O -3.090 -2.374 3.889
F -0.925 -2.836 3.355
C 9.540 -1.856 -0.605
C 9.365 -0.530 0.107
C 7.853 -0.216 0.510
C 7.626 1.045 1.248
N 6.103 1.132 1.566
C 5.159 1.179 0.358
C 3.985 1.912 0.901
C 4.392 2.781 2.030
C 5.874 2.405 2.366
C 5.710 -0.101 2.513
H 9.231 -2.569 0.160
H 10.549 -2.023 -0.981
H 8.822 -1.926 -1.421
H 9.777 0.245 -0.539
H 9.827 -0.541 1.095
H 7.607 -0.958 1.269
H 7.060 -0.366 -0.223
H 7.791 1.927 0.629
H 8.154 1.150 2.196
H 4.784 0.240 -0.048
H 5.736 1.758 -0.363
H 3.361 1.138 1.349
H 3.443 2.348 0.061
H 3.857 2.593 2.961
H 4.359 3.836 1.759
H 6.066 2.328 3.436
H 6.638 3.116 2.052
H 4.734 0.139 2.933
H 6.537 -0.091 3.222
H 5.639 -1.005 1.907
C 1.360 4.405 2.728
C -0.141 4.482 2.546
C -0.828 4.629 3.886
C -0.609 3.434 4.855
P -1.237 3.676 6.588
C 0.027 4.646 7.562
C 0.150 6.154 7.463
C 1.274 6.683 8.319
C 1.316 8.198 8.564
C -2.868 4.421 6.705
C -3.956 3.799 5.772
C -5.340 4.420 5.838
C -5.369 5.620 4.988
C -1.469 1.996 7.285
C -0.205 1.108 7.490
C -0.784 -0.181 8.068
C -1.583 -0.998 7.117
H 1.741 3.487 3.176
H 1.782 5.272 3.236
H 1.866 4.355 1.764
H -0.511 3.567 2.083
H -0.391 5.361 1.952
H -1.885 4.767 3.659
H -0.462 5.507 4.419
H 0.441 3.155 4.936
H -1.206 2.563 4.584
H 0.989 4.141 7.483
H -0.246 4.320 8.565
H -0.837 6.595 7.600
H 0.362 6.483 6.446
H 2.202 6.332 7.869
H 1.242 6.221 9.306
H 0.466 8.462 9.193
H 1.453 8.767 7.644
H 2.230 8.370 9.132
H -2.786 5.481 6.462
H -3.185 4.359 7.746
H -4.100 2.786 6.147
H -3.614 3.766 4.738
H -5.501 4.885 6.811
H -6.173 3.719 5.874
H -5.560 5.267 3.975
H -4.480 6.245 5.081
H -6.192 6.259 5.310
H -2.225 1.414 6.758
H -2.036 2.225 8.188
H 0.530 1.523 8.180
H 0.352 0.929 6.571
H -1.493 0.105 8.844
H -0.086 -0.850 8.572
H -1.061 -1.128 6.169
H -2.631 -0.702 7.063
H -1.686 -2.001 7.531
C 5.489 -8.177 -1.585
C 5.562 -6.691 -1.873
C 4.455 -6.050 -2.724
C 3.225 -5.617 -1.908
P 1.719 -5.361 -2.779
C 0.414 -5.463 -1.517
C -0.982 -5.239 -2.179
C -1.969 -5.015 -1.043
C -3.418 -4.863 -1.468
C 1.750 -3.753 -3.681
C 1.495 -2.535 -2.790
C 1.726 -1.229 -3.456
C 0.695 -0.719 -4.492
C 1.494 -6.684 -3.965
C 1.502 -8.173 -3.450
C 1.711 -9.262 -4.449
C 2.968 -9.108 -5.358
H 5.006 -8.833 -2.309
H 5.010 -8.435 -0.641
H 6.524 -8.502 -1.471
H 6.434 -6.625 -2.525
H 5.872 -6.170 -0.967
H 4.249 -6.713 -3.564
H 4.950 -5.152 -3.093
H 3.491 -4.661 -1.457
H 2.910 -6.291 -1.111
H 0.555 -4.582 -0.892
H 0.509 -6.401 -0.971
H -1.194 -6.162 -2.719
H -0.972 -4.506 -2.986
H -1.729 -4.063 -0.571
H -1.833 -5.742 -0.243
H -3.937 -4.074 -0.924
H -3.969 -5.787 -1.645
H -3.298 -4.400 -2.447
H 0.985 -3.815 -4.455
H 2.695 -3.624 -4.209
H 2.107 -2.579 -1.889
H 0.498 -2.549 -2.351
H 2.714 -1.324 -3.907
H 1.803 -0.510 -2.640
H 0.909 0.298 -4.818
H -0.369 -0.855 -4.296
H 0.982 -1.352 -5.332
H 2.300 -6.472 -4.667
H 0.568 -6.406 -4.468
H 0.566 -8.388 -2.936
H 2.313 -8.212 -2.723
H 0.815 -9.350 -5.063
H 1.777 -10.217 -3.927
H 3.158 -10.083 -5.807
H 3.800 -8.737 -4.759
H 2.805 -8.369 -6.143
C -9.224 2.539 -5.098
C -7.909 3.284 -4.872
C -6.723 2.303 -4.904
C -5.477 2.938 -4.254
P -3.887 1.956 -4.638
C -4.233 0.786 -6.001
C -3.069 0.202 -6.868
C -3.598 -0.691 -7.966
C -2.543 -1.611 -8.614
C -2.501 3.150 -5.056
C -1.115 2.541 -5.006
C -0.038 3.623 -4.986
C 1.414 3.057 -4.745
C -3.523 0.867 -3.140
C -4.681 0.133 -2.484
C -4.181 -0.904 -1.435
C -5.285 -1.560 -0.611
H -9.170 1.578 -4.587
H -9.223 2.263 -6.152
H -10.079 3.089 -4.704
H -7.915 3.855 -3.944
H -7.871 4.067 -5.629
H -6.506 2.127 -5.958
H -7.016 1.345 -4.475
H -5.483 2.900 -3.165
H -5.332 4.003 -4.435
H -4.889 1.169 -6.783
H -4.807 -0.019 -5.541
H -2.332 -0.286 -6.231
H -2.473 1.028 -7.255
H -3.981 0.023 -8.695
H -4.418 -1.351 -7.682
H -2.158 -1.092 -9.491
H -3.037 -2.415 -9.160
H -1.698 -2.032 -8.070
H -2.699 3.905 -4.295
H -2.633 3.511 -6.076
H -0.941 1.797 -5.784
H -0.979 1.913 -4.126
H -0.247 4.444 -4.300
H -0.117 4.152 -5.935
H 1.591 2.291 -5.500
H 1.601 2.659 -3.747
H 2.288 3.687 -4.909
H -2.927 1.445 -2.433
H -2.896 0.064 -3.527
H -5.328 -0.221 -3.286
H -5.195 0.949 -1.977
H -3.567 -0.450 -0.658
H -3.547 -1.629 -1.944
H -5.856 -2.278 -1.200
H -5.929 -0.829 -0.123
H -4.751 -2.143 0.139
O 2.301 0.542 5.066
C 1.635 0.095 3.993
O 1.405 0.735 2.987
O 1.194 -1.060 3.663
H 2.321 -0.210 5.662
O -0.716 0.938 -1.846
C -0.435 0.337 -0.682
O 0.212 0.793 0.257
O -0.608 -0.862 -0.451
H -0.501 1.854 -1.656
O 2.794 -3.476 0.468
C 2.016 -2.507 0.909
O 0.868 -2.747 1.335
O 2.248 -1.316 0.911
H 3.619 -3.024 0.275
O -3.075 3.719 0.389
C -2.772 3.963 -0.842
O -1.684 3.558 -1.297
O -3.635 4.597 -1.532
H -2.171 3.442 0.554
*
```

Calculated values
Lowest unoccupied orbital energy (spin up / spin down): -3.995 / -4.804 eV
HOMO-LUMO gap (spin up / spin down): 6.1141 / 5.3044 eV
M: 1400.62 g/mol
Highest occupied orbital energy (spin up / spin down): -10.109 / -10.109 eV

Results of the Mulliken charge analysis, in e, for atoms 1 through 6: Fe 1.271; N 0.941; S 0.121; O -0.343; O -0.462; F -0.057

***

(2)
DFT (ωB97M-V with the def2-TZVPD basis set) results for a 2-piece molecular cluster, C10H16O overall.

ORCA input file:
```
! wB97M-V def2-TZVPD RIJCOSX def2/J DEFGRID3
* xyz 0 1
C -2.359 -1.742 -1.344
C -0.964 -1.375 -0.852
C -0.966 -0.074 -0.084
C -1.050 -0.045 1.304
C -1.175 1.183 1.938
C -1.191 2.373 1.216
O -1.421 3.572 1.833
C -1.122 2.329 -0.168
C -0.913 1.113 -0.808
H -3.100 -0.993 -1.112
H -2.817 -2.648 -0.943
H -2.491 -1.916 -2.399
H -0.603 -2.204 -0.246
H -0.242 -1.308 -1.646
H -0.914 -0.971 1.849
H -1.084 1.319 3.016
H -2.060 3.517 2.545
H -1.164 3.208 -0.801
H -0.526 1.015 -1.812
C 2.642 -0.864 0.231
C 3.897 -0.759 -0.613
H 2.649 -0.081 0.981
H 1.708 -0.715 -0.319
H 2.484 -1.803 0.763
H 3.748 -0.975 -1.674
H 4.704 -1.398 -0.254
H 4.333 0.243 -0.601
*
```

Calculated values
Lowest unoccupied orbital energy: 0.849 eV
Structure (SMILES): CCc1ccc(O)cc1.CC
HOMO-LUMO gap: 9.4041 eV
M: 152.24 g/mol
Highest occupied orbital energy: -8.555 eV

Results of the natural (NBO) charge analysis, in e, for atoms 1 through 6: C -0.618; C -0.433; C -0.023; C -0.197; C -0.272; C 0.281